Density functional theory data (ωB97M-V with the def2-TZVPD basis set) for an isolated molecule of C21H23ClN2O2.

```
49
Properties=species:S:1:pos:R:3:forces:R:3
O -2.479413 1.794596 0.680686 -0.240 -0.180 0.408
C -1.808882 2.065118 -0.293549 0.093 0.037 -0.706
N -1.189248 3.259087 -0.438531 0.122 0.421 -0.060
C -1.134500 4.243222 0.624535 -0.053 -0.032 0.108
C 0.243864 4.299596 1.230502 -0.015 0.123 -0.020
C 1.037248 5.432950 1.121698 -0.128 -0.142 0.049
C 2.315136 5.455664 1.652643 0.175 -0.070 0.094
C 2.806038 4.327813 2.289727 -0.212 0.096 -0.122
Cl 4.403432 4.347226 2.949532 0.187 -0.002 0.078
C 2.030164 3.184211 2.405194 0.039 0.012 0.010
C 0.753860 3.178542 1.876360 0.030 0.106 -0.013
C -1.578527 1.126405 -1.476624 -0.085 -0.169 -0.050
C -2.617009 0.000432 -1.524970 -0.015 0.134 0.275
C -2.404419 -1.009694 -0.392482 -0.421 0.018 -0.097
N -1.054994 -1.521728 -0.426143 0.104 0.292 0.183
C -0.648005 -2.756925 -0.805783 -0.237 -0.025 0.080
O 0.530330 -3.034279 -0.915272 0.205 -0.206 -0.118
C -1.755410 -3.783682 -1.052580 0.376 -0.127 -0.042
C -1.155957 -5.116519 -1.399156 -0.090 -0.011 -0.017
C -0.945593 -5.475583 -2.723001 -0.059 0.028 0.075
C -0.366105 -6.691474 -3.038734 0.033 -0.043 -0.096
C 0.013200 -7.561780 -2.031831 0.052 -0.078 -0.037
C -0.187412 -7.208536 -0.708492 0.028 -0.058 0.080
C -0.767595 -5.992938 -0.395068 -0.061 0.033 -0.060
C -0.068348 -0.477059 -0.250238 0.456 0.026 -0.143
C -0.163818 0.529209 -1.396494 -0.033 -0.037 0.159
H -0.592833 3.416487 -1.235391 -0.068 -0.139 0.008
H -1.423641 5.221578 0.230325 -0.002 -0.067 0.106
H -1.868267 3.922797 1.369901 0.057 0.145 -0.127
H 0.654471 6.311719 0.623389 -0.050 0.094 -0.060
H 2.927761 6.339576 1.571071 0.085 0.062 0.006
H 2.422195 2.313041 2.905658 0.062 -0.067 0.059
H 0.138185 2.296444 1.968897 -0.083 -0.142 0.018
H -1.662297 1.723546 -2.392339 0.018 -0.014 0.091
H -3.619020 0.422437 -1.439444 -0.038 -0.017 -0.054
H -2.535130 -0.510921 -2.487133 -0.022 -0.009 -0.024
H -3.131339 -1.814813 -0.474357 0.054 0.001 0.033
H -2.557894 -0.499170 0.563195 -0.051 -0.155 -0.116
H -2.386318 -3.432422 -1.872053 -0.099 0.012 0.094
H -2.360373 -3.869242 -0.147245 -0.098 0.063 -0.086
H -1.234787 -4.797284 -3.513788 -0.034 0.075 -0.068
H -0.207722 -6.959110 -4.073555 0.009 -0.020 -0.072
H 0.466907 -8.510862 -2.277434 0.028 -0.069 -0.017
H 0.111431 -7.881518 0.082148 0.019 -0.048 0.057
H -0.916684 -5.717725 0.639411 -0.014 0.033 0.110
H 0.916560 -0.946564 -0.233519 -0.139 0.122 0.070
H -0.252144 0.020961 0.707212 0.026 -0.021 0.016
H 0.581682 1.314393 -1.254847 0.043 0.001 -0.051
H 0.058368 0.012635 -2.332809 0.046 0.015 -0.011
```
Forces are in eV/Å.

Its net charge is 0. Its SMILES is O=C(NCc1ccc(Cl)cc1)C1CCN(C(=O)Cc2ccccc2)CC1. For the frontier orbital gap, the calculation gives 9.56 eV. Its HOMO energy is -9.0 eV. For the relative energy (zero: lowest compared OMol25 entry of this formula, charge and spin), the calculation gives 0.1382 eV. As for the LUMO energy: 0.58 eV.

Want to see where the charge sits? The Mulliken charges in e are: -0.64, 0.14, -0.15, -1.11, 0.47, -0.46, -0.68, 0.40, -0.22, -0.84, 0.01, 0.11, -1.16, -0.86, 0.07, 1.01, -0.66, -1.07, 0.35, -0.34, -0.61, -0.40, -0.63, -0.28, -1.21, -0.70, 0.32, 0.44, 0.33, 0.34, 0.42, 0.43, 0.45, 0.45, 0.42, 0.44, 0.49, 0.32, 0.46, 0.48, 0.35, 0.37, 0.37, 0.37, 0.37, 0.39, 0.51, 0.49, 0.45